Arrangement a

ORCA calculation (ωB97M-V/def2-TZVPD) on 3 unconnected molecules or ions with the total composition C3H12O2S2.

Last column: Mulliken charge in e.
Positions of all 19 atoms, in Å:
C (-0.38670, 1.62070, -1.17690)  -1.050
C (1.19799, 1.51639, -1.27282)  -0.288
C (1.69492, 0.11354, -1.22720)  -0.645
S (1.69090, -0.64596, 0.48372)  -0.071
S (0.99682, -2.56287, 0.25690)  -0.228
H (-0.80066, 2.45797, -1.53131)  0.444
H (-0.76626, 0.75003, -1.74545)  0.272
H (-0.73873, 1.54597, -0.03733)  0.198
H (1.55234, 2.09738, -0.38754)  0.229
H (1.57221, 2.12663, -2.12070)  0.331
H (2.75105, -0.09339, -1.66524)  0.321
H (1.09011, -0.70582, -1.63199)  0.328
H (-0.34466, -2.26142, 0.08843)  0.162
O (-5.77753, 0.75245, 1.44620)  -0.645
H (-4.82902, 0.69426, 1.18647)  0.320
H (-6.15941, 1.17012, 0.63596)  0.325
O (2.21558, -3.06231, 3.13905)  -0.602
H (2.67614, -3.36371, 2.31852)  0.307
H (2.36491, -2.14997, 3.24123)  0.293

- gap between HOMO and LUMO (Eh) = 0.3461
- SMILES string = CCCSS.O.O
- LUMO level (eV) = 0.37

=====

Arrangement b

ORCA calculation (ωB97M-V/def2-TZVPD) on 3 unconnected molecules or ions with the total composition C3H12O2S2.

Last column: Mulliken charge in e.
Positions of all 19 atoms, in Å:
C (-0.27205, 1.80466, -2.06504)  -1.162
C (0.24554, 1.57517, -0.64989)  -0.341
S (1.18367, 0.01750, -0.55092)  -0.152
S (1.61347, -0.09412, 1.45155)  -0.107
C (0.18864, -1.03434, 2.09149)  -0.655
H (0.51980, 1.74192, -2.81086)  0.330
H (-1.04190, 1.06497, -2.28449)  0.304
H (-0.72953, 2.79169, -2.11187)  0.339
H (-0.59102, 1.59976, 0.04397)  0.295
H (0.90263, 2.37698, -0.30957)  0.449
H (0.40764, -1.17610, 3.14832)  0.328
H (0.09165, -1.99303, 1.59093)  0.242
H (-0.71349, -0.44215, 1.96894)  0.209
O (-1.55848, -1.78654, -1.40984)  -0.669
H (-1.35196, -2.61695, -1.81867)  0.289
H (-0.66817, -1.37558, -1.33401)  0.211
O (-2.86293, -0.01223, 0.47880)  -0.605
H (-2.48289, -0.64287, -0.16721)  0.396
H (-3.81465, -0.17198, 0.43081)  0.299

- gap between HOMO and LUMO (Eh) = 0.3521
- SMILES string = CCSSC.O.O
- LUMO level (eV) = 0.58

=====

What are the relative energies? In hartree: arrangement a 0.0571; arrangement b 0.0000.

=====

Arrangement a

ORCA calculation (ωB97M-V/def2-TZVPD) on 3 unconnected molecules or ions with the total composition C3H12O2S2.

Last column: Mulliken charge in e.
Positions of all 19 atoms, in Å:
C (0.89479, -1.13929, 0.11975)  -1.301
C (-0.47946, -0.78698, 0.76840)  -0.060
C (-0.88244, 0.67622, 0.12416)  -0.856
S (-1.70855, 1.76256, 1.37973)  -0.087
S (-0.01294, 3.13032, 1.91280)  -0.189
H (0.50967, -1.46800, -0.74585)  0.405
H (1.52482, -1.90402, 0.59331)  0.309
H (1.60561, -0.35997, -0.20128)  0.343
H (-1.12692, -1.63987, 0.50186)  0.218
H (-0.35112, -0.56124, 1.87592)  0.287
H (-0.08940, 1.20457, -0.28889)  0.451
H (-1.55695, 0.49780, -0.77686)  0.336
H (-0.86332, 4.01148, 2.45483)  0.148
O (3.12841, 2.35307, -5.36135)  -0.640
H (2.86477, 2.88697, -4.60398)  0.320
H (2.32933, 2.23608, -5.87997)  0.320
O (-1.73417, -4.09207, 2.71183)  -0.657
H (-2.46898, -3.53143, 2.12318)  0.327
H (-1.58314, -3.27620, 3.29242)  0.325

- gap between HOMO and LUMO (Eh) = 0.3064
- SMILES string = CCCSS.O.O
- LUMO level (eV) = -0.22

=====

Arrangement b

ORCA calculation (ωB97M-V/def2-TZVPD) on 3 unconnected molecules or ions with the total composition C3H12O2S2.

Last column: Mulliken charge in e.
Positions of all 19 atoms, in Å:
C (1.62201, 0.91023, 0.75337)  -0.951
C (1.42495, -0.35625, -0.08487)  -0.605
C (0.11078, -1.11539, 0.20778)  -0.669
S (-1.21486, -0.03552, -0.41180)  -0.087
S (-2.95307, -0.74107, 0.56591)  -0.249
H (1.24364, 0.78123, 1.77089)  0.277
H (2.70567, 1.04332, 0.86148)  0.328
H (1.22388, 1.78166, 0.24269)  0.324
H (2.23736, -1.08748, 0.12458)  0.312
H (1.33206, -0.08462, -1.15795)  0.319
H (0.13578, -1.42756, 1.23117)  0.432
H (0.03781, -2.09748, -0.26854)  0.409
H (-3.34787, -1.49063, -0.51713)  0.162
O (-2.66750, -2.28345, -5.08948)  -0.641
H (-3.34699, -2.89708, -5.40417)  0.320
H (-2.26924, -1.93862, -5.91001)  0.321
O (1.04587, 3.96291, 4.17255)  -0.640
H (0.68541, 3.33031, 4.80055)  0.318
H (1.99430, 3.74546, 4.11297)  0.319

- gap between HOMO and LUMO (Eh) = 0.3473
- SMILES string = CCCSS.O.O
- LUMO level (eV) = 0.63

=====

What are the relative energies? In hartree: arrangement a 0.0591; arrangement b 0.0000.

=====

Arrangement a

ORCA calculation (ωB97M-V/def2-TZVPD) on 13 unconnected molecules or ions with the total composition C13H52O13.

Last column: Mulliken charge in e.
Positions of all 78 atoms, in Å:
C (2.15797, -0.62992, 3.84722)  -0.017
O (2.15491, -1.77172, 4.69733)  -0.519
H (2.26827, -0.97839, 2.81172)  -0.124
H (1.17536, -0.17105, 3.92170)  -0.022
H (2.96062, 0.09116, 4.01989)  0.386
H (3.04750, -2.13164, 4.67698)  0.297
C (0.10656, -0.36015, -0.16500)  0.054
O (-0.25212, -0.94863, 1.07636)  -0.012
H (0.01233, -1.06952, -0.99188)  -0.423
H (-0.48645, 0.54142, -0.32098)  0.191
H (1.15093, -0.03113, -0.17886)  0.130
H (0.47048, -1.58449, 1.22818)  0.180
C (1.86664, 3.77918, -0.15309)  -0.173
O (2.97482, 4.17692, 0.64793)  -0.577
H (0.98121, 4.39480, 0.01480)  0.353
H (2.09915, 3.81996, -1.21307)  0.351
H (1.61913, 2.74727, 0.11385)  -0.212
H (2.64628, 4.32574, 1.53807)  0.293
C (-2.02000, 3.97467, -1.69990)  -0.574
O (-0.69082, 3.45914, -1.81700)  -0.463
H (-2.70962, 3.31836, -2.23385)  0.273
H (-2.21432, 4.06108, -0.62758)  0.182
H (-2.07656, 4.95469, -2.17228)  0.305
H (-0.71894, 2.49844, -1.80935)  0.255
C (-2.30920, -0.58269, -2.31936)  -0.745
O (-1.50209, 0.51846, -2.71763)  -0.237
H (-3.36585, -0.37081, -2.48517)  0.398
H (-2.02925, -1.54153, -2.76364)  0.266
H (-2.18884, -0.72747, -1.24638)  0.189
H (-1.69592, 0.77924, -3.62204)  0.207
C (3.83397, 0.99077, -1.50641)  -0.487
O (4.02523, -0.30798, -2.02209)  -0.539
H (4.24177, 1.05313, -0.48452)  0.324
H (4.29270, 1.76011, -2.13046)  0.420
H (2.78443, 1.20443, -1.26827)  -0.029
H (3.13333, -0.63749, -2.21262)  0.335
C (-2.86161, -3.30118, 0.94513)  -0.954
O (-2.75355, -1.97666, 0.39174)  -0.395
H (-1.85013, -3.59892, 1.24475)  0.278
H (-3.49026, -3.34834, 1.82870)  0.284
H (-3.09833, -3.94222, 0.09797)  0.308
H (-1.86471, -1.63065, 0.58193)  0.349
C (3.11111, -2.10216, 0.40073)  -0.397
O (1.84086, -2.73715, 0.36016)  -0.522
H (3.00051, -1.01509, 0.43167)  0.030
H (3.49742, -2.36985, 1.38839)  0.237
H (3.76898, -2.44582, -0.39121)  0.345
H (1.63745, -3.12841, -0.50593)  0.289
C (-3.33874, 1.28820, 0.28993)  -0.052
O (-4.43915, 0.40038, 0.16326)  -0.640
H (-2.41531, 0.70825, 0.22469)  -0.063
H (-3.48631, 2.02191, -0.50236)  0.140
H (-3.29804, 1.85489, 1.22712)  0.293
H (-4.08978, -0.49748, 0.15767)  0.448
C (-0.44030, 2.66747, 2.52931)  -0.510
O (-1.39753, 2.77010, 3.59543)  -0.571
H (-0.47246, 1.76488, 1.91828)  -0.028
H (-0.45850, 3.58734, 1.94076)  0.414
H (0.51162, 2.69184, 3.07216)  0.327
H (-2.13294, 3.32863, 3.33037)  0.298
C (0.23489, -3.86396, -2.66575)  -0.434
O (1.49387, -4.13945, -2.03358)  -0.589
H (-0.59759, -4.32529, -2.12307)  0.265
H (0.04506, -2.79328, -2.71511)  -0.067
H (0.25166, -4.29380, -3.67011)  0.465
H (1.76556, -4.98341, -2.39996)  0.298
C (-1.91920, -0.73371, 4.12706)  -0.276
O (-2.23996, 0.33229, 5.00363)  -0.566
H (-2.57286, -0.69704, 3.24636)  0.144
H (-0.88161, -0.76978, 3.79421)  -0.045
H (-2.15785, -1.67966, 4.61521)  0.355
H (-1.97791, 1.12640, 4.51229)  0.398
C (1.39650, -0.48143, -4.46324)  -0.849
O (1.31152, -0.66921, -3.06493)  -0.160
H (0.79115, -1.23860, -4.98001)  0.256
H (0.94490, 0.46367, -4.78788)  0.293
H (2.42631, -0.51653, -4.80516)  0.312
H (0.46169, -0.33153, -2.74321)  0.057

- gap between HOMO and LUMO (Eh) = 0.3556
- LUMO level (eV) = 0.16

=====

Arrangement b

ORCA calculation (ωB97M-V/def2-TZVPD) on a molecular structure, C13H52O13.

Last column: Mulliken charge in e.
Positions of all 78 atoms, in Å:
C (0.29899, -24.57437, 3.61179)  -0.808
O (0.77023, -23.76123, 4.64350)  -0.532
H (-0.68226, -24.20413, 3.31484)  0.348
H (0.97179, -24.47725, 2.75973)  0.478
H (0.20211, -25.63716, 3.83362)  1.841
H (0.81680, -22.85016, 4.34453)  0.364
C (2.72735, -25.55621, 5.40796)  -0.050
O (3.13407, -25.86345, 6.72217)  -0.787
H (1.70585, -25.18445, 5.32771)  -0.654
H (3.39307, -24.86273, 4.89414)  0.963
H (2.69436, -26.47961, 4.82974)  -1.648
H (2.61300, -26.62517, 6.98651)  1.300
C (0.35273, -25.52216, 6.67023)  0.474
O (-1.02250, -25.86965, 6.61609)  -0.846
H (0.62917, -25.32436, 7.70588)  0.550
H (0.98105, -26.34749, 6.33537)  -0.702
H (0.66473, -24.63126, 6.12520)  0.396
H (-1.23070, -26.29150, 5.77925)  1.000
C (1.97103, -27.63920, 7.65324)  -1.625
O (2.01180, -27.72650, 6.26714)  -0.708
H (0.92371, -27.70932, 7.94707)  0.371
H (2.54123, -28.49428, 8.01627)  0.176
H (2.37547, -26.70743, 8.04861)  0.455
H (1.56485, -28.55651, 6.08573)  1.484
C (-0.06747, -29.34882, 5.79102)  -1.071
O (1.35257, -29.46253, 5.88951)  -0.418
H (-0.56864, -29.76457, 6.66515)  0.435
H (-0.36968, -28.30226, 5.82961)  -0.071
H (-0.41632, -29.80667, 4.86541)  0.427
H (1.57313, -30.38024, 6.06482)  0.705
C (-1.28822, -27.20372, 1.50853)  -1.666
O (-1.07224, -26.78671, 2.84431)  -0.335
H (-2.32545, -27.03146, 1.22116)  0.461
H (-0.63744, -26.67385, 0.81296)  0.588
H (-1.12380, -28.27395, 1.38331)  0.423
H (-0.16199, -27.01637, 3.04508)  -0.303
C (1.09991, -27.40422, 4.22918)  -0.136
O (0.88062, -27.14405, 2.87587)  -1.178
H (0.58388, -28.30806, 4.55304)  -0.327
H (2.13762, -27.63569, 4.46934)  -1.863
H (0.82378, -26.52128, 4.80561)  -0.238
H (1.30118, -27.79789, 2.31264)  0.211
C (-1.86160, -27.70545, 4.95230)  -1.319
O (-1.01121, -26.60630, 4.71484)  -0.301
H (-1.41445, -28.67173, 4.71890)  0.429
H (-1.98688, -27.66388, 6.03428)  0.418
H (-2.79765, -27.67580, 4.39459)  0.339
H (-0.91553, -26.48100, 3.76786)  1.317
C (2.50677, -30.12717, 3.99566)  -0.524
O (2.81859, -30.61856, 2.67319)  -0.591
H (2.62790, -29.06489, 4.20776)  0.481
H (1.42378, -30.21487, 4.08247)  0.014
H (2.94875, -30.74180, 4.77986)  0.467
H (3.57446, -31.20805, 2.72573)  0.368
C (4.78543, -27.40573, 4.84055)  -1.291
O (5.35823, -26.93000, 3.60985)  -0.481
H (3.70553, -27.44031, 4.69662)  1.686
H (5.17028, -28.41289, 5.00060)  0.487
H (5.03529, -26.78125, 5.69827)  0.403
H (5.29498, -27.63619, 2.96262)  0.341
C (1.46616, -28.96527, 0.93502)  -1.003
O (2.11851, -28.62720, 2.15750)  -0.777
H (1.09197, -29.98890, 0.91872)  0.421
H (0.58896, -28.35491, 0.72035)  0.311
H (2.19766, -28.81496, 0.14104)  0.304
H (2.50000, -29.40474, 2.57165)  1.037
C (1.76037, -26.22995, 0.91831)  -1.459
O (2.22280, -25.83642, -0.36205)  -0.632
H (1.84591, -25.38508, 1.60166)  0.144
H (0.74121, -26.61651, 0.91496)  -0.268
H (2.37732, -27.02936, 1.32869)  0.936
H (1.66374, -25.13554, -0.70531)  0.387
C (3.38749, -25.57662, 2.72533)  -1.190
O (4.60156, -25.13300, 3.38815)  -0.861
H (2.91468, -26.41278, 3.24048)  0.945
H (2.71063, -24.72884, 2.61926)  0.689
H (3.66792, -25.92254, 1.73044)  0.663
H (4.99064, -25.90240, 3.81034)  0.624

- gap between HOMO and LUMO (Eh) = 0.2479
- LUMO level (eV) = -0.60

=====

What are the relative energies? In hartree: arrangement a 0.0000; arrangement b 1.1946.

=====

Arrangement a

ORCA calculation (ωB97M-V/def2-TZVPD) on 5 unconnected molecules or ions with the total composition C4H17NO3.

Last column: Mulliken charge in e.
Positions of all 25 atoms, in Å:
C (-2.21285, 0.69114, -0.85439)  -1.426
C (-2.26610, 0.48103, 0.65905)  -0.069
N (-1.28472, -0.42534, 1.21495)  -0.080
C (2.05810, 1.38732, 0.55071)  -0.903
C (-1.21836, -0.44870, 2.63298)  -0.867
H (-1.31281, 1.21456, -1.06335)  0.347
H (-2.13388, -0.34879, -1.24171)  0.365
H (-2.99456, 1.28606, -1.18495)  0.417
H (-3.32948, 0.01815, 1.09122)  0.391
H (-2.30423, 1.57380, 1.08700)  0.334
H (1.94767, 2.05324, 1.39382)  0.335
H (1.13524, 0.99152, 0.24308)  -0.077
H (2.57667, 1.91301, -0.21778)  0.355
H (-2.23590, -0.52378, 3.13396)  0.336
H (-0.69415, -1.33189, 2.99762)  0.347
H (-0.93783, 0.49846, 3.09005)  0.366
H (1.13629, -1.35538, -0.43674)  0.418
H (3.36232, -1.55837, -0.68691)  0.156
O (2.64329, -0.88138, -0.61861)  -0.695
H (0.82962, 0.42818, -3.15330)  0.257
H (1.26395, -0.39879, -1.88901)  0.347
O (1.19034, 0.52999, -2.30359)  -0.585
H (2.93896, 0.83395, 0.75273)  0.315
H (-0.44677, -0.86463, -0.29944)  0.398
O (0.16978, -1.41320, -0.83418)  -0.782

- gap between HOMO and LUMO (Eh) = 0.1173
- LUMO level (eV) = -4.69

=====

Arrangement b

ORCA calculation (ωB97M-V/def2-TZVPD) on 5 unconnected molecules or ions with the total composition C4H17NO3.

Last column: Mulliken charge in e.
Positions of all 25 atoms, in Å:
C (0.86731, -1.73389, -0.02943)  -0.593
N (0.35643, -0.89846, 1.12342)  -0.084
C (-1.81059, 0.14834, 0.50914)  -1.023
C (-0.36572, 0.31098, 0.90690)  0.243
C (0.28752, 1.45225, 0.03932)  -0.895
H (0.00033, -1.80101, -0.69472)  0.288
H (1.15599, -2.72231, 0.32351)  0.289
H (1.66997, -1.19014, -0.55537)  0.315
H (0.33448, 2.85309, 3.59302)  -0.257
H (-1.89013, -0.35897, -0.47971)  0.162
H (-2.41319, 1.06074, 0.47796)  0.390
H (-2.39929, -0.44340, 1.22275)  0.378
H (-0.32332, 0.68520, 1.98033)  0.277
H (-0.20023, 2.36881, 0.36631)  0.406
H (0.21100, 1.12486, -1.00058)  0.258
H (1.33419, 1.45999, 0.37628)  0.322
H (2.20057, 1.61007, 3.23682)  0.237
H (-0.11344, 0.42636, -4.16298)  0.265
O (0.03788, 0.21831, -3.25201)  -0.717
H (1.18659, -0.57632, 1.61876)  0.383
H (0.31961, 3.57196, 3.66367)  0.233
O (1.91366, 1.02540, 2.52394)  -0.648
H (-0.73094, -0.37247, -2.84331)  0.390
H (-1.84350, -1.85014, -2.49348)  0.187
O (-1.30809, -1.28936, -1.90459)  -0.805

- gap between HOMO and LUMO (Eh) = 0.1361
- LUMO level (eV) = -5.31

=====

What are the relative energies? In hartree: arrangement a 0.0000; arrangement b 0.0375.

=====

Arrangement a

ORCA calculation (ωB97M-V/def2-TZVPD) on 2 unconnected molecules or ions with the total composition CH2N2O3Si.

Last column: Mulliken charge in e.
Positions of all 9 atoms, in Å:
N (-1.48180, 2.48798, 0.27008)  -0.303
C (-0.97511, 1.59860, -0.23714)  0.280
Si (-0.27656, -0.00739, -0.86582)  -0.072
N (-1.34323, -1.03120, 0.08475)  0.834
O (-1.89193, -1.50885, 1.01482)  -0.436
O (-1.79519, -1.08382, -1.14411)  -0.315
O (2.48880, -0.13717, 0.61623)  -0.450
H (2.18185, 0.27025, -0.15521)  0.276
H (3.09317, -0.58842, 0.41642)  0.186

- gap between HOMO and LUMO (Eh) = 0.3149
- SMILES string = N#C[Si]1=[N+]([O-])O1.O
- LUMO level (eV) = -1.46

=====

Arrangement b

ORCA calculation (ωB97M-V/def2-TZVPD) on 2 unconnected molecules or ions with the total composition CH2N2O3Si.

Last column: Mulliken charge in e.
Positions of all 9 atoms, in Å:
C (-0.94075, 1.85924, 0.86152)  -0.105
N (-1.26347, 2.77255, 1.46259)  -0.332
N (-0.49298, -1.49757, 0.17050)  0.866
O (-1.58501, -1.92282, -0.25569)  -0.524
O (0.12436, -2.12770, 0.98464)  -0.508
O (1.67310, 0.38822, -0.11232)  -0.381
Si (0.17158, 0.06456, -0.57365)  0.593
H (2.59309, 0.32800, -0.58237)  0.394
H (-0.27991, 0.13553, -1.95522)  -0.001

- gap between HOMO and LUMO (Eh) = 0.3665
- LUMO level (eV) = -1.60

=====

What are the relative energies? In hartree: arrangement a 0.0513; arrangement b 0.0000.